Density functional theory data (wB97M-V/def2-TZVPD) for a single C3H3NO2 molecule at a distorted geometry.

Summary:
Total energy (eV): -8743.475
Largest force on an atom (eV/Å): 2.4
Energy above the lowest of the compared OMol25 structures with the same formula, charge and spin (kJ/mol): 159.76
Spin multiplicity: 1
Gap between HOMO and LUMO (eV): 9.567
HOMO (eV): -9.04
Net charge: 0
SMILES: Oc1ncco1

Last column: Löwdin charge in e.
Geometry (Å):
1 O -0.68221 -1.27352 1.38879  0.12
2 C -0.27859 -0.43696 0.43531  -0.47
3 N -1.00249 0.46499 -0.11568  0.11
4 C -0.21925 1.22797 -0.92974  -0.15
5 C 1.02587 0.73169 -0.92349  -0.07
6 O 1.01074 -0.45575 -0.08035  0.04
7 H 0.07769 -1.68910 1.89504  0.16
8 H -0.64658 2.14759 -1.36246  0.12
9 H 1.78993 0.98449 -1.68293  0.12

***

Density functional theory data (wB97M-V/def2-TZVPD) for a single C3H3NO2 molecule.

Summary:
Total energy (eV): -8743.015
Largest force on an atom (eV/Å): 0.5
Energy above the lowest of the compared OMol25 structures with the same formula, charge and spin (kJ/mol): 204.13
Spin multiplicity: 1
Gap between HOMO and LUMO (eV): 10.836
HOMO (eV): -9.96
Net charge: 0
SMILES: Oc1ccon1

Last column: Löwdin charge in e.
Geometry (Å):
1 O 2.02841 0.16614 -0.02949  0.09
2 C 0.72149 -0.12640 0.00666  -0.43
3 C -0.30954 0.85032 0.04946  0.02
4 C -1.42528 0.08688 0.05039  -0.11
5 O -1.11430 -1.21448 0.01929  -0.04
6 N 0.26243 -1.34995 -0.00690  0.11
7 H 2.51683 -0.64371 -0.21895  0.12
8 H -0.19859 1.92270 0.06227  0.11
9 H -2.48091 0.31977 0.05998  0.13

***

Density functional theory data (wB97M-V/def2-TZVPD) for a single C3H3NO2 molecule at a distorted geometry.

Summary:
Total energy (eV): -8743.248
Largest force on an atom (eV/Å): 1.2
Energy above the lowest of the compared OMol25 structures with the same formula, charge and spin (kJ/mol): 181.71
Spin multiplicity: 1
Gap between HOMO and LUMO (eV): 11.324
HOMO (eV): -11.71
Net charge: 0
SMILES: COC(=O)C#N

Last column: Löwdin charge in e.
Geometry (Å):
1 C 1.09678 0.54264 0.51596  -0.03
2 O 0.59750 -0.13960 -0.64546  -0.05
3 C -0.53093 -0.85116 -0.49436  -0.50
4 O -0.58096 -2.02040 -0.24952  0.18
5 C -1.75965 -0.05749 -0.70815  -0.08
6 N -2.73036 0.55535 -0.84768  0.19
7 H 0.77126 1.58673 0.50689  0.10
8 H 0.75990 0.04742 1.43135  0.10
9 H 2.18406 0.48940 0.45866  0.10

***

Density functional theory data (wB97M-V/def2-TZVPD) for a single C3H3NO2 molecule at a distorted geometry.

Summary:
Total energy (eV): -8743.798
Largest force on an atom (eV/Å): 1.1
Energy above the lowest of the compared OMol25 structures with the same formula, charge and spin (kJ/mol): 128.59
Spin multiplicity: 1
Gap between HOMO and LUMO (eV): 12.177
HOMO (eV): -11.55
Net charge: 0
SMILES: N#CCOC=O

Last column: Löwdin charge in e.
Geometry (Å):
1 N -2.90614 0.91528 -0.00357  0.16
2 C -1.87775 0.42534 -0.18421  -0.17
3 C -0.59582 -0.24638 -0.02225  -0.17
4 O 0.47410 0.61095 -0.40817  -0.01
5 C 1.66800 0.10130 -0.05346  -0.33
6 O 1.82240 -0.96250 0.48368  0.08
7 H -0.51740 -1.20541 -0.53885  0.14
8 H -0.53707 -0.43634 1.04946  0.14
9 H 2.46969 0.79776 -0.32264  0.15

***

Density functional theory data (wB97M-V/def2-TZVPD) for a single C3H3NO2 molecule at a distorted geometry.

Summary:
Total energy (eV): -8743.434
Largest force on an atom (eV/Å): 1.1
Energy above the lowest of the compared OMol25 structures with the same formula, charge and spin (kJ/mol): 163.80
Spin multiplicity: 1
Gap between HOMO and LUMO (eV): 11.827
HOMO (eV): -11.78
Net charge: 0
SMILES: COC(=O)C#N

Last column: Löwdin charge in e.
Geometry (Å):
1 C -1.03577 -0.47016 0.18599  -0.03
2 O -0.38146 0.65220 -0.44212  0.00
3 C 0.94289 0.78359 -0.48025  -0.49
4 O 1.51542 1.69060 -1.01402  0.15
5 C 1.61846 -0.32511 0.23083  -0.09
6 N 1.86390 -1.27172 0.84627  0.19
7 H -0.34057 -1.17062 0.65747  0.06
8 H -1.70096 -0.06196 0.94644  0.10
9 H -1.58845 -0.98934 -0.59676  0.10

***

Density functional theory data (wB97M-V/def2-TZVPD) for a single C3H3NO2 molecule.

Summary:
Total energy (eV): -8740.314
Largest force on an atom (eV/Å): 0.9
Energy above the lowest of the compared OMol25 structures with the same formula, charge and spin (kJ/mol): 464.78
Spin multiplicity: 1
Gap between HOMO and LUMO (alpha / beta) (eV): 8.300 / 7.536
HOMO (alpha / beta) (eV): -9.56 / -8.71
Net charge: 0

Last column: Löwdin charge in e.
Geometry (Å):
1 O -0.11388 1.43011 -0.73356  0.11
2 C 0.12865 0.20036 -0.30730  -0.28
3 C -1.04279 -0.58100 0.10249  -0.23
4 O -2.15293 -0.09936 -0.05346  0.04
5 C 1.46738 -0.22827 0.01521  -0.31
6 N 2.61816 -0.54672 -0.04786  0.19
7 H -1.07722 1.57434 -0.59267  0.13
8 H 1.04370 -0.15275 1.12757  0.20
9 H -0.87106 -1.59671 0.48958  0.14

***

Density functional theory data (wB97M-V/def2-TZVPD) for a single C3H3NO2S molecule at a distorted geometry.

Summary:
Total energy (eV): -19577.941
Largest force on an atom (eV/Å): 4.8
Energy above the lowest of the compared OMol25 structures with the same formula, charge and spin (kJ/mol): 273.57
Spin multiplicity: 1
Gap between HOMO and LUMO (eV): 8.808
HOMO (eV): -9.62
Net charge: 0
SMILES: O=C1N=CS[C@H]1O

Last column: Löwdin charge in e.
Geometry (Å):
1 O 1.84742 -0.89309 0.48955  0.11
2 C 0.75874 -0.63186 -0.00810  -0.48
3 N -0.30355 -1.48808 -0.23736  0.08
4 C -1.38933 -0.95517 0.00847  -0.62
5 S -1.74170 0.68301 0.33239  0.85
6 C 0.41642 0.75403 -0.32690  -0.35
7 O 1.01586 1.76153 0.18964  0.05
8 H -2.18219 -1.60950 0.00045  0.04
9 H -0.13513 0.91911 -1.31865  0.14
10 H 1.71345 1.46001 0.87051  0.18

***

Density functional theory data (wB97M-V/def2-TZVPD) for a single C3H3NO2S molecule at a distorted geometry.

Summary:
Total energy (eV): -19578.594
Largest force on an atom (eV/Å): 3.5
Energy above the lowest of the compared OMol25 structures with the same formula, charge and spin (kJ/mol): 210.53
Spin multiplicity: 1
Gap between HOMO and LUMO (eV): 9.998
HOMO (eV): -9.59
Net charge: 0
SMILES: O=C1CC(=O)N1S

Last column: Löwdin charge in e.
Geometry (Å):
1 O 1.39559 -1.55994 0.96943  0.15
2 C 0.54045 -0.91287 0.52399  -0.50
3 C -0.68840 -1.00353 -0.48733  0.01
4 C -0.72143 0.47278 -0.42367  -0.46
5 O -1.19721 1.35216 -1.04773  0.14
6 N 0.28627 0.44102 0.63732  -0.30
7 S 1.41086 1.70655 1.19884  0.80
8 H -0.75370 -1.41528 -1.51634  0.13
9 H -1.44727 -1.68916 -0.02727  0.13
10 H 1.17485 2.60828 0.17277  -0.11

***

Density functional theory data (wB97M-V/def2-TZVPD) for 2 unconnected molecules or ions with the total composition C3H3NO2S at a distorted geometry.

Summary:
Total energy (eV): -19573.123
Largest force on an atom (eV/Å): 6.7
Energy above the lowest of the compared OMol25 structures with the same formula, charge and spin (kJ/mol): 738.42
Spin multiplicity: 1
Gap between HOMO and LUMO (alpha / beta) (eV): 8.168 / 8.067
HOMO (alpha / beta) (eV): -9.92 / -9.83
Net charge: 0

Last column: Löwdin charge in e.
Geometry (Å):
1 C 0.03923 -1.78033 0.17496  -0.42
2 C -0.47465 1.01487 0.63791  -0.07
3 C 0.96668 -0.94702 0.59216  -0.02
4 N -0.63601 -2.62094 -0.19451  0.18
5 O -1.58780 2.59043 -0.98789  -0.31
6 O 0.44306 1.52850 -1.85273  -0.29
7 S -0.62352 1.52859 -0.94089  0.69
8 H -1.23475 0.39939 1.13327  0.02
9 H 1.68761 -0.57428 -0.18212  0.10
10 H 1.42015 -1.13921 1.61983  0.12

***

Density functional theory data (wB97M-V/def2-TZVPD) for a single C3H3NO3 molecule.

Summary:
Total energy (eV): -10788.179
Largest force on an atom (eV/Å): 0.8
Energy above the lowest of the compared OMol25 structures with the same formula, charge and spin (kJ/mol): 436.26
Spin multiplicity: 1
Gap between HOMO and LUMO (eV): 9.629
HOMO (eV): -8.86
Net charge: 0
SMILES: O=COc1co[nH]1

Last column: Löwdin charge in e.
Geometry (Å):
1 O -1.96758 -0.20281 0.87457  0.11
2 C -1.69278 -0.88050 -0.07210  -0.30
3 O -0.46021 -0.96297 -0.62549  0.09
4 C 0.44569 -0.09979 -0.10895  -0.34
5 C 0.59654 0.83339 0.82838  -0.03
6 O 1.79890 1.28437 0.25176  -0.04
7 N 1.70879 0.13292 -0.67528  0.11
8 H -2.37180 -1.53421 -0.62838  0.15
9 H 0.25154 1.05357 1.82685  0.12
10 H 1.69092 0.37602 -1.67135  0.14

***

Density functional theory data (wB97M-V/def2-TZVPD) for a single C3H3NO3 molecule at a distorted geometry.

Summary:
Total energy (eV): -10788.391
Largest force on an atom (eV/Å): 7.8
Energy above the lowest of the compared OMol25 structures with the same formula, charge and spin (kJ/mol): 415.82
Spin multiplicity: 1
Gap between HOMO and LUMO (eV): 9.119
HOMO (eV): -9.15
Net charge: 0
SMILES: Oc1conc1O

Last column: Löwdin charge in e.
Geometry (Å):
1 O 1.05714 1.67458 0.06834  0.09
2 C 0.18603 0.77356 -0.06872  -0.39
3 C -1.20469 0.77521 -0.18549  -0.08
4 O -1.76300 -0.39131 0.10455  -0.05
5 N -0.76470 -1.32971 0.07768  0.11
6 C 0.40528 -0.59792 -0.11569  -0.22
7 O 1.68822 -1.27421 0.02354  0.03
8 H 0.62714 2.61582 0.46098  0.25
9 H -1.92094 1.66176 -0.13740  0.15
10 H 2.46810 -0.74720 -0.21929  0.10

***

Density functional theory data (wB97M-V/def2-TZVPD) for a single C3H3NO3 molecule at a distorted geometry.

Summary:
Total energy (eV): -10785.183
Largest force on an atom (eV/Å): 3.3
Energy above the lowest of the compared OMol25 structures with the same formula, charge and spin (kJ/mol): 725.33
Spin multiplicity: 1
Gap between HOMO and LUMO (eV): 10.655
HOMO (eV): -10.09
Net charge: 0
SMILES: C=C=CO[N+](=O)[O-]

Last column: Löwdin charge in e.
Geometry (Å):
1 C 1.61106 -0.76688 0.19441  0.03
2 C 0.94479 0.31718 -0.03978  -0.12
3 C 0.15094 1.31562 -0.20946  -0.07
4 O -1.24328 1.01534 -0.11116  0.03
5 N -1.65443 -0.26790 -0.06031  -0.46
6 O -2.75985 -0.39786 0.29776  0.14
7 O -0.99148 -1.17717 -0.45275  0.10
8 H 1.81197 -1.07730 1.26174  0.10
9 H 1.90499 -1.43553 -0.62799  0.08
10 H 0.22530 2.47450 -0.25244  0.16